The following is a DFT calculation (ωB97M-V/def2-TZVPD) of C25H28As2BrN2PdS as an isolated structure in a non-equilibrium geometry.

CARTESIAN COORDINATES (ANGSTROEM)
Pd 0.1640 -0.2989 -0.0184
C 5.7211 -1.6657 1.3692
C 4.6142 -1.6200 0.3693
C 4.8162 -1.9717 -0.9673
C 3.7820 -1.8904 -1.8891
C 2.5745 -1.4221 -1.4232
Br 1.0635 -1.1178 -2.5612
N 2.3433 -1.0998 -0.1614
C 3.3314 -1.2092 0.7258
H 6.1278 -2.6741 1.4556
H 5.3991 -1.3392 2.3553
H 6.5421 -1.0235 1.0461
H 5.7971 -2.2999 -1.2883
H 3.9150 -2.1612 -2.9271
H 3.0859 -0.9576 1.7511
S 1.4220 2.0122 3.6649
C 0.4152 0.7407 4.2385
C -0.0877 -0.0314 3.2349
C 0.3582 0.4094 1.9760
C 1.1714 1.5296 2.0376
C 1.7171 2.1799 0.8726
C 2.6443 3.2193 0.9202
C 3.1139 3.7617 -0.2644
C 2.6356 3.2719 -1.4723
C 1.7132 2.2373 -1.4444
N 1.2714 1.7099 -0.3064
H 0.2488 0.6312 5.2990
H -0.7338 -0.8787 3.4151
H 2.9969 3.5747 1.8790
H 3.8356 4.5675 -0.2437
H 2.9669 3.6708 -2.4201
H 1.3078 1.8344 -2.3644
C -3.4627 1.4391 1.6669
As -2.1151 1.2113 0.2707
C -1.8710 3.0435 -0.3340
C -3.2020 0.2955 -1.0845
C -4.2693 0.9758 -1.6569
C -5.0461 0.3335 -2.6151
C -4.7814 -0.9796 -2.9713
C -3.7297 -1.6676 -2.3820
C -2.9621 -1.0293 -1.4118
As -1.6733 -2.0498 -0.3828
C -1.4830 -3.7886 -1.2187
C -2.6999 -2.5279 1.2044
H -4.2043 2.1524 1.3045
H -3.0199 1.8281 2.5835
H -3.9475 0.4888 1.8806
H -2.8402 3.4621 -0.6052
H -1.1989 3.0890 -1.1879
H -1.4563 3.6308 0.4856
H -4.4855 2.0012 -1.3850
H -5.8492 0.8771 -3.0949
H -5.4054 -1.4821 -3.6984
H -3.5379 -2.6974 -2.6534
H -2.4323 -4.3161 -1.1176
H -0.7206 -4.3537 -0.6819
H -1.1970 -3.7187 -2.2662
H -3.6779 -2.8909 0.8864
H -2.8250 -1.6839 1.8802
H -2.1805 -3.3320 1.7263

Cartesian forces (eV/Å) of the 2 atoms listed first:
-0.3 2.2 0.6
0.2 0.0 0.1

Its LUMO energy is -11.63 eV. The HOMO-LUMO gap is 0.1978 Eh. The net charge is +3. The value obtained for the HOMO energy is -17.011 eV.



The following is a DFT calculation (ωB97M-V/def2-TZVPD) of C25H28F5HfO2S as an isolated structure in a non-equilibrium geometry.

CARTESIAN COORDINATES (ANGSTROEM)
O 3.4923 0.5911 -1.3836
C 4.2707 -0.5191 -1.9757
C 5.5906 0.2381 -1.9939
H 3.8751 -0.7627 -2.9683
H 4.3116 -1.4049 -1.3332
C 4.7339 1.3751 -1.3896
H 5.9638 0.4366 -2.9948
H 6.3511 -0.1618 -1.3238
C 4.6997 2.5271 -2.3695
H 4.3637 2.1759 -3.3510
H 5.7079 2.9471 -2.4688
H 4.0228 3.3171 -2.0242
C 5.1176 1.8064 0.0083
H 5.0681 0.9623 0.7079
H 4.4008 2.5605 0.3570
H 6.1279 2.2473 0.0037
Hf -1.2109 0.4915 0.6263
C -2.2734 0.7190 2.7903
C -2.5446 -0.5989 2.3287
C -1.3154 -1.3504 2.3567
H -3.5336 -1.0130 2.1743
C -0.2979 -0.4840 2.8404
C -0.8729 0.8086 3.0833
H -0.3539 1.6343 3.5732
H -3.0403 1.4507 3.0261
H -1.2239 -2.4249 2.1902
H 0.7246 -0.7768 3.0990
C -2.6781 2.3900 0.3630
C -1.5320 2.8726 1.0593
C -0.3855 2.7166 0.2141
H -1.5228 3.3539 2.0355
C -0.8251 2.0936 -1.0113
C -2.2562 1.9176 -0.9185
H -2.9046 1.6409 -1.7400
H -3.7085 2.4618 0.6946
H 0.5913 3.1718 0.3813
H -0.2315 1.9619 -1.9140
O 0.3247 -0.8146 -0.4265
C 1.5322 -0.4026 0.3046
C 2.3533 -1.6790 0.4104
H 1.3193 0.0410 1.2967
H 2.0100 0.3954 -0.2679
C 1.9148 -2.5882 -0.7405
H 2.0276 -2.1592 1.3355
H 3.4083 -1.4377 0.5004
C 0.6026 -2.0335 -1.2340
H 1.7381 -3.5916 -0.3623
H 2.6305 -2.6366 -1.5558
H -0.2306 -2.7284 -1.1054
H 0.6556 -1.7047 -2.2643
F -8.1701 -2.3914 0.8220
C -6.9156 -2.0269 0.4906
C -5.8476 -2.8564 0.8316
F -6.0627 -4.0127 1.4988
C -4.5621 -2.4909 0.4501
F -3.5370 -3.3419 0.7391
C -4.2857 -1.3046 -0.2554
S -2.6426 -0.9545 -0.7794
C -5.3813 -0.4741 -0.5298
F -5.1810 0.7118 -1.1517
C -6.6801 -0.8346 -0.1971
F -7.7229 -0.0568 -0.5624

Cartesian forces (eV/Å) of the 2 atoms listed first:
1.8 -0.5 -0.8
-0.4 -0.4 -0.2

Its LUMO energy is -3.50 eV. The HOMO-LUMO gap is 0.2849 Eh. The net charge is +1. The value obtained for the HOMO energy is -11.250 eV.



The following is a DFT calculation (ωB97M-V/def2-TZVPD) of C25H28F5LuO3 as an isolated structure in a non-equilibrium geometry.

CARTESIAN COORDINATES (ANGSTROEM)
O -0.6505 -2.5158 -5.0561
C 0.4722 -3.3483 -5.4977
C -0.0148 -3.4340 -6.9532
H 0.4806 -4.3180 -4.9821
H 1.4325 -2.8269 -5.3897
C -1.1935 -2.5683 -6.4076
H -0.3072 -4.4373 -7.2752
H 0.6207 -2.9153 -7.6764
C -2.5217 -3.2911 -6.4896
H -2.4545 -4.3030 -6.0747
H -2.8239 -3.3687 -7.5436
H -3.2960 -2.7297 -5.9538
C -1.2769 -1.1997 -7.0471
H -0.3053 -0.6937 -7.0284
H -2.0174 -0.5850 -6.5213
H -1.5972 -1.3049 -8.0924
Lu 0.1275 1.2187 2.0024
C 0.8901 3.6195 2.1017
C 1.9852 2.8299 2.5618
C 2.4680 2.0466 1.4721
H 2.4782 2.9297 3.5248
C 1.7041 2.4043 0.3190
C 0.7172 3.3553 0.7104
H 0.0213 3.8601 0.0415
H 0.3539 4.3657 2.6841
H 3.3289 1.3798 1.4958
H 1.9347 2.1121 -0.7055
C -1.8046 1.9178 3.4558
C -2.0431 2.5407 2.1972
C -2.3001 1.5165 1.2422
H -2.1010 3.6140 2.0174
C -2.2397 0.2559 1.9140
C -1.9315 0.5040 3.2827
H -1.9243 -0.2407 4.0786
H -1.6892 2.4299 4.4056
H -2.6060 1.6712 0.2066
H -2.5018 -0.7124 1.4873
O 0.1938 -0.0559 0.1552
C -0.4717 0.1847 -1.1717
C 0.3440 -0.5904 -2.1935
H -0.4886 1.2664 -1.3486
H -1.5003 -0.1901 -1.0972
C 0.8992 -1.7664 -1.3897
H 1.1704 0.0477 -2.5332
H -0.2326 -0.9077 -3.0660
C 1.1719 -1.1808 -0.0111
H 1.7842 -2.2142 -1.8444
H 0.1239 -2.5363 -1.3026
H 2.1813 -0.7512 0.0541
H 1.0140 -1.8874 0.8123
F 1.5569 1.1732 9.2402
C 1.3810 1.0387 7.9125
C 1.5469 -0.2002 7.2993
F 1.8816 -1.2652 8.0597
C 1.3784 -0.3445 5.9320
F 1.5056 -1.5535 5.3471
C 1.0392 0.7604 5.1177
O 0.8766 0.6189 3.8315
C 0.8601 1.9929 5.7779
F 0.4699 3.0947 5.0623
C 1.0326 2.1419 7.1337
F 0.8674 3.3450 7.7159

Cartesian forces (eV/Å) of the 2 atoms listed first:
0.6 -0.6 -0.8
0.2 -0.1 0.2

Its LUMO energy is 0.30 eV. The HOMO-LUMO gap is 0.2922 Eh. The value obtained for the HOMO energy is -7.646 eV.



The following is a DFT calculation (ωB97M-V/def2-TZVPD) of a single C25H28N2O3 molecule.

CARTESIAN COORDINATES (ANGSTROEM)
C -5.9255 -3.3817 -0.5786
C -5.2632 -2.0561 -0.3593
C -4.0108 -1.7871 -0.8988
C -3.4008 -0.5617 -0.7070
C -4.0406 0.4311 0.0309
C -3.4360 1.7759 0.2370
O -4.1118 2.7895 0.1611
C -2.0061 1.8293 0.5341
C -1.3010 0.8088 1.0552
C 0.0988 0.8262 1.3485
C 1.0049 1.8506 1.1713
N 2.2576 1.4504 1.4991
C 3.4371 2.2387 1.3095
C 3.7948 2.4342 -0.1769
O 5.0619 3.0520 -0.1791
C 3.8180 1.1023 -0.9478
N 2.4848 0.5989 -1.2169
C 1.8463 1.2555 -2.3460
C 0.4096 0.7502 -2.4711
O 0.3745 -0.6430 -2.6655
C 1.0145 -1.3024 -1.5985
C 2.4622 -0.8394 -1.4342
C 2.2126 0.1353 1.8867
C 3.2240 -0.7232 2.3000
C 2.8743 -2.0136 2.6383
C 1.5489 -2.4477 2.5735
C 0.5398 -1.6010 2.1707
C 0.8662 -0.2930 1.8212
C -5.3088 0.1758 0.5459
C -5.9051 -1.0556 0.3628
H -5.1895 -4.1569 -0.7784
H -6.5963 -3.3231 -1.4366
H -6.5169 -3.6681 0.2885
H -3.5056 -2.5463 -1.4791
H -2.4376 -0.3689 -1.1568
H -1.5455 2.7953 0.3786
H -1.8067 -0.1247 1.2669
H 0.8276 2.8551 0.8390
H 4.2837 1.7525 1.7964
H 3.3080 3.2267 1.7628
H 3.0509 3.1022 -0.6370
H 5.3470 3.1942 -1.0885
H 4.3930 1.2504 -1.8824
H 4.3537 0.3637 -0.3470
H 1.8300 2.3341 -2.1851
H 2.3882 1.0467 -3.2869
H -0.0805 1.1941 -3.3394
H -0.1426 1.0177 -1.5584
H 0.9803 -2.3680 -1.8311
H 0.4725 -1.1132 -0.6622
H 2.8973 -1.3375 -0.5658
H 3.0363 -1.1184 -2.3358
H 4.2535 -0.4018 2.3580
H 3.6395 -2.7040 2.9609
H 1.3172 -3.4660 2.8477
H -0.4829 -1.9453 2.1269
H -5.8114 0.9555 1.0990
H -6.8841 -1.2453 0.7798

Cartesian forces (eV/Å) of the 2 atoms listed first:
0.0 0.0 -0.1
0.1 0.0 0.0

As for the SMILES: Cc1ccc(C(=O)/C=C/c2cn(C[C@@H](O)CN3CCOCC3)c3ccccc23)cc1. Its LUMO energy is 0.12 eV. The HOMO-LUMO gap is 0.2922 Eh. The value obtained for the HOMO energy is -7.832 eV.



The highest LUMO energy belongs to which entry? C25H28F5LuO3



What is the LUMO energy in the fourth record? 0.12 eV